Version i
C18H25NO3 | ωB97M-V/def2-TZVPD

Last column: natural (NBO) charge in e.
Element x y z (Å)
C: 3.07 0.21 1.48  -0.2559
H: 2.86 -1.44 2.97  0.2239
O: -1.06 0.90 -1.39  -0.5363
C: -1.29 -3.83 2.23  -0.1940
C: -1.52 0.28 -0.30  0.9189
C: -1.77 -1.11 2.36  -0.1721
C: 0.38 -1.20 -0.58  0.2308
H: 0.27 2.80 -4.65  0.2147
H: 3.17 0.12 3.70  0.2088
H: 4.34 1.52 2.49  0.2090
N: -0.74 -0.78 0.15  -0.4795
C: 2.70 -0.38 2.85  -0.6089
H: 0.36 -0.70 -1.54  0.1938
H: 1.05 -3.18 -1.65  0.2157
H: 3.00 2.44 1.92  0.1897
O: 1.47 -1.02 0.17  -0.5480
H: 0.26 2.84 -2.86  0.2003
H: -2.96 1.84 -1.83  0.2132
H: -1.49 2.99 -1.48  0.1867
C: -0.04 2.31 -3.72  -0.6163
H: -2.06 4.33 -3.38  0.2087
H: -2.79 -1.44 4.22  0.2187
H: -3.45 3.23 -3.85  0.2184
H: -2.28 -4.10 4.11  0.2194
C: -2.29 -2.00 3.37  -0.2203
H: 2.45 0.82 -0.55  0.1946
C: 1.97 0.38 0.41  -0.0639
C: -1.95 -3.35 3.37  -0.2229
H: -2.15 3.45 -4.90  0.2140
H: 1.21 0.98 0.89  0.1851
H: -1.94 -0.09 2.63  0.2232
C: -2.37 3.36 -3.86  -0.6239
C: -0.94 -2.96 1.19  -0.0758
H: 1.59 -0.20 3.06  0.2075
C: -1.08 -1.61 1.19  0.1535
O: -2.54 0.55 0.25  -0.6117
H: -1.93 1.21 -4.06  0.2054
H: -1.05 -4.80 1.96  0.2105
H: 0.43 1.31 -3.69  0.2142
H: 0.11 -4.60 -0.14  0.2139
C: -1.78 2.00 -1.92  -0.0736
C: 0.45 -2.74 -0.84  -0.1911
H: 4.36 1.96 0.86  0.2098
C: -1.55 2.13 -3.46  -0.2219
C: 3.73 1.54 1.67  -0.5972
H: 3.95 -0.42 1.12  0.2062
C: -0.17 -3.56 0.01  -0.1953

SMILES ... CC(C)COC(=O)N1c2ccccc2C=C[C@@H]1OCC(C)C
LUMO level ... 0.82 eV
HOMO energy ... -8.44 eV
Gap between HOMO and LUMO ... 9.2530 eV
Molar mass ... 303.40 g mol⁻¹
Net charge ... 0

Version ii
C18H25NO3 | ωB97M-V/def2-TZVPD

Last column: natural (NBO) charge in e.
Element x y z (Å)
H: -3.91 -1.64 -0.58  0.2164
H: 0.51 -4.58 -3.03  0.2124
H: 4.42 3.07 0.24  0.1923
H: -3.37 -4.92 -1.29  0.2055
H: -1.88 -0.81 0.00  0.4359
C: -2.47 -4.35 -1.46  -0.1910
C: 2.28 3.47 -1.36  -0.3991
H: 3.64 1.96 2.23  0.2051
C: 0.81 2.09 0.25  -0.1949
H: 2.21 2.99 2.34  0.1880
O: 1.05 -0.44 -1.03  -0.6052
C: -0.16 -2.90 -1.90  -0.2520
C: 2.10 1.48 0.82  -0.4121
H: 1.85 4.73 0.34  0.1921
H: 2.14 4.11 -2.24  0.2091
H: -4.28 -3.25 0.01  0.2243
H: 0.50 2.89 0.92  0.2101
H: -1.56 -5.88 -2.65  0.2107
H: -1.79 1.39 4.00  0.1970
C: -0.29 -4.17 -2.44  -0.2050
H: 2.71 1.09 0.01  0.2228
H: 3.09 2.77 -1.61  0.1988
H: 0.74 -2.33 -2.06  0.2492
C: 0.98 2.68 -1.15  -0.4005
C: -0.93 0.77 1.59  0.8207
C: -3.49 -2.52 -0.09  -0.6440
C: 3.61 3.55 0.80  -0.3891
C: -0.02 -0.24 -0.53  0.7076
C: -2.36 -3.08 -0.91  -0.0685
H: -0.73 -0.03 4.11  0.1969
C: -0.36 1.08 0.22  -0.4073
H: 4.08 4.27 1.49  0.2026
H: 0.13 3.34 -1.35  0.1924
C: 2.89 2.50 1.64  -0.3911
O: -0.26 1.31 2.59  -0.4954
H: 0.96 1.87 -1.89  0.2203
C: -0.76 1.04 3.90  -0.2603
C: 2.72 4.32 -0.17  -0.4052
C: -1.45 -4.89 -2.22  -0.2293
H: -3.15 -2.23 0.90  0.2273
C: -1.18 -2.35 -1.13  0.2181
H: -0.10 1.58 4.58  0.2006
H: 3.30 5.17 -0.55  0.2081
O: -1.93 0.09 1.75  -0.6298
H: -1.19 1.52 -0.35  0.2540
N: -1.09 -1.07 -0.57  -0.6462
H: 1.85 0.64 1.47  0.2076

SMILES ... COC(=O)[C@H](C(=O)Nc1ccccc1C)C1CCCCCC1
LUMO level ... 0.66 eV
HOMO energy ... -8.30 eV
Gap between HOMO and LUMO ... 8.9599 eV
Molar mass ... 303.40 g mol⁻¹
Net charge ... 0

Computed energies relative to the best structure, in eV: version i 3.699; version ii 0.000